2 unconnected molecules or ions with the total composition C45H32BF9N2. Source: the OMol25 dataset; level of theory: the ωB97M-V functional and the def2-TZVPD basis.

Output
Molar mass: 782.6 u
Multiplicity: 1
Total charge: 0
Orbital gap: 5.3073 eV
HOMO level: -7.73 eV

Geometry (Å):
F1 -4.535 -1.711 -3.643
C1 -4.001 -1.074 -2.547
C2 -4.125 0.305 -2.430
C3 -3.644 0.909 -1.272
F2 -3.744 2.281 -1.223
C4 -3.109 0.192 -0.190
B1 -2.709 0.825 1.235
C5 -3.152 2.370 1.463
C6 -2.244 3.415 1.576
F3 -0.896 3.120 1.560
C7 -2.558 4.758 1.755
C8 -3.902 5.075 1.899
F4 -4.263 6.396 2.059
C9 -4.885 4.085 1.871
C10 -4.485 2.773 1.629
F5 -5.487 1.845 1.515
C11 -3.362 0.033 2.476
C12 -2.847 0.207 3.766
F6 -1.708 0.968 3.918
C13 -3.431 -0.307 4.924
C14 -4.605 -1.041 4.778
F7 -5.257 -1.504 5.901
C15 -5.168 -1.275 3.526
C16 -4.541 -0.720 2.416
F8 -5.220 -0.897 1.236
H1 -1.430 0.665 1.264
C17 -2.987 -1.185 -0.417
F9 -2.544 -1.989 0.619
C18 -3.382 -1.842 -1.567
H2 -4.591 0.906 -3.203
H3 -1.769 5.504 1.787
H4 -5.936 4.321 2.008
H5 -2.996 -0.106 5.901
H6 -6.097 -1.822 3.394
H7 -3.250 -2.918 -1.656
C19 5.391 3.652 -2.520
N1 3.953 3.840 -2.369
C20 3.220 4.327 -3.455
C21 3.840 4.451 -4.721
C22 3.065 4.657 -5.862
C23 1.684 4.862 -5.755
C24 1.080 4.850 -4.492
C25 1.836 4.586 -3.349
C26 3.346 3.049 -1.377
C27 2.353 3.569 -0.522
C28 1.657 2.727 0.309
C29 1.820 1.316 0.275
C30 0.966 0.441 0.997
C31 1.346 -0.874 1.363
C32 0.407 -1.935 1.430
C33 0.812 -3.255 1.397
C34 2.193 -3.589 1.468
N2 2.680 -4.870 1.251
C35 4.125 -5.073 1.250
C36 1.912 -5.920 0.708
C37 2.419 -6.654 -0.385
C38 1.601 -7.569 -1.044
C39 0.315 -7.842 -0.559
C40 -0.135 -7.216 0.611
C41 0.683 -6.304 1.279
C42 3.118 -2.531 1.682
C43 2.711 -1.219 1.608
C44 2.896 0.831 -0.533
C45 3.720 1.694 -1.228
H8 5.832 3.576 -1.519
H9 5.631 2.740 -3.083
H10 5.820 4.515 -3.034
H11 4.920 4.321 -4.821
H12 3.548 4.653 -6.840
H13 1.081 5.022 -6.649
H14 0.011 5.038 -4.384
H15 1.344 4.558 -2.381
H16 2.128 4.636 -0.544
H17 0.959 3.154 1.011
H18 0.018 0.827 1.348
H19 -0.644 -1.674 1.403
H20 0.063 -4.036 1.290
H21 4.312 -6.149 1.248
H22 4.595 -4.635 0.358
H23 4.568 -4.637 2.149
H24 3.439 -6.474 -0.735
H25 1.974 -8.063 -1.943
H26 -0.328 -8.546 -1.089
H27 -1.126 -7.434 1.007
H28 0.379 -5.861 2.230
H29 4.176 -2.733 1.839
H30 3.456 -0.428 1.679
H31 3.083 -0.239 -0.597
H32 4.606 1.308 -1.736